Here is a structure of composition C35H24MnN5O4PS from the OMol25 dataset. Energies are from ωB97M-V/def2-TZVPD.

Output
gap between HOMO and LUMO (spin up / spin down): 7.3 / 6.8 eV
LUMO level (spin up / spin down): -0.9083 / -0.9076 eV
⟨S²⟩: 0.768

ORCA input file:
```
! RIJCOSX wB97M-V def2-TZVPD def2/J DEFGRID3
* xyz 0 2
Mn -0.66076 -1.20732 -0.56625
S 4.36346 -0.86640 4.87496
N 4.57580 -0.97242 3.27576
C 3.37308 -1.03430 2.73381
C 3.09633 -1.13640 1.31585
C 4.06656 -1.18503 0.31890
C 3.66429 -1.25203 -0.99809
C 2.30592 -1.28567 -1.29500
N 1.37267 -1.24144 -0.35413
C 1.74932 -1.15254 0.93747
C 0.67410 -1.05410 1.91166
N -0.57412 -1.01909 1.40497
C -1.60346 -1.01702 2.24624
C -1.42848 -0.99046 3.62692
C -0.15849 -0.95853 4.15613
C 0.92636 -0.99905 3.28441
C 2.31659 -0.97549 3.69172
N 2.74857 -0.87151 4.93547
H 5.11442 -1.16648 0.58885
H 4.38617 -1.28639 -1.80177
H 1.94179 -1.36137 -2.31225
H -2.59221 -1.04900 1.80874
H -2.30079 -0.99297 4.26492
H 0.01056 -0.92042 5.22405
O -4.51908 -0.92534 0.31188
C -3.53492 -0.48616 -0.27060
O -2.61332 -1.22000 -0.77586
C -3.48848 1.02998 -0.47381
C -4.71621 1.68694 -0.34815
C -4.82263 3.05501 -0.50285
C -3.68789 3.81259 -0.76769
C -2.46506 3.18054 -0.87685
C -2.35207 1.79329 -0.73976
P -0.69370 1.05905 -0.85579
C 0.01134 1.74695 -2.38585
C -0.06694 0.92561 -3.51049
C 0.40944 1.36952 -4.73670
C 0.97933 2.62930 -4.84321
C 1.07623 3.44596 -3.72374
C 0.59452 3.00861 -2.49964
C 0.22800 1.87525 0.49556
C -0.42299 2.23807 1.67395
C 0.30185 2.62643 2.79176
C 1.68868 2.66602 2.74577
C 2.34664 2.32450 1.57184
C 1.62219 1.92856 0.45641
H -5.58046 1.07956 -0.12041
H -5.78951 3.53394 -0.41340
H -3.75571 4.88657 -0.88547
H -1.57801 3.77227 -1.07028
H -0.49650 -0.06699 -3.41827
H 0.33956 0.72701 -5.60474
H 1.35450 2.97538 -5.79799
H 1.52802 4.42652 -3.80487
H 0.68336 3.64775 -1.63022
H -1.50554 2.20578 1.72209
H -0.22012 2.89786 3.70081
H 2.25413 2.96871 3.61823
H 3.42841 2.35786 1.52515
H 2.14905 1.64828 -0.44890
O -0.41915 -2.34610 -2.47312
C -0.49307 -3.37872 -1.77469
C -0.50133 -4.82202 -2.21920
C -0.58693 -5.56277 -0.88187
C -0.62517 -4.45172 0.17966
O -0.65435 -4.62406 1.37745
N -0.59093 -3.23686 -0.45882
H 0.39398 -5.04736 -2.79886
H -1.36187 -4.98770 -2.86746
H 0.26928 -6.20666 -0.68366
H -1.48426 -6.17183 -0.78064
*
```

Löwdin atomic charge list, values in e, 6 entries:
1. Mn 0.464
2. S 1.010
3. N -0.212
4. C -0.303
5. C -0.085
6. C 0.017